[1]
DFT (ωB97M-V with the def2-TZVPD basis set) results for a structure of composition C39H47BF9N4PSbSr.

CARTESIAN COORDINATES (ANGSTROEM)
Sr1 -1.302 -1.163 1.296
B1 -3.998 -3.795 2.699
N1 -4.375 -2.809 1.517
C1 -5.601 -2.872 0.990
C2 -5.689 -1.992 -0.076
C3 -4.427 -1.427 -0.145
N2 -3.634 -1.915 0.825
N3 -2.647 -3.522 3.475
C4 -2.337 -4.249 4.552
C5 -1.098 -3.854 5.032
C6 -0.707 -2.850 4.160
N4 -1.650 -2.651 3.220
H1 -3.919 -4.909 2.233
H2 -4.889 -3.704 3.510
H3 -6.338 -3.537 1.408
H4 -6.542 -1.801 -0.703
H5 -4.055 -0.675 -0.829
H6 -3.017 -5.003 4.911
H7 -0.570 -4.242 5.885
H8 0.200 -2.262 4.156
F1 4.888 0.516 7.570
C7 4.864 1.541 6.701
F2 6.130 1.895 6.450
F3 4.261 2.573 7.316
C8 4.125 1.156 5.442
C9 2.777 0.834 5.544
C10 2.075 0.476 4.407
C11 2.721 0.425 3.171
C12 4.069 0.751 3.081
C13 4.773 1.122 4.218
P1 1.768 -0.106 1.723
C14 2.014 -1.913 1.616
C15 1.359 -2.590 0.579
C16 1.302 -3.977 0.553
C17 1.901 -4.697 1.574
C18 2.580 -4.042 2.591
C19 2.636 -2.656 2.615
C20 1.826 -6.204 1.609
F4 1.214 -6.695 0.523
F5 3.053 -6.744 1.675
F6 1.146 -6.620 2.689
C21 2.631 0.592 0.282
C22 3.458 -0.155 -0.553
C23 3.967 0.410 -1.712
C24 3.655 1.723 -2.034
C25 2.863 2.489 -1.193
C26 2.350 1.920 -0.038
C27 4.201 2.305 -3.314
F7 3.619 3.470 -3.623
F8 4.005 1.459 -4.344
F9 5.524 2.515 -3.222
H9 2.283 0.875 6.506
H10 1.019 0.244 4.481
H11 4.573 0.725 2.123
H12 5.820 1.381 4.153
H13 0.951 -2.028 -0.261
H14 0.806 -4.495 -0.257
H15 3.063 -4.618 3.370
H16 3.156 -2.154 3.421
H17 3.694 -1.185 -0.313
H18 4.597 -0.172 -2.371
H19 2.624 3.511 -1.453
H20 1.713 2.511 0.611
C28 -1.153 3.064 -5.863
C29 -1.963 3.276 -4.583
C30 -2.044 4.777 -4.293
C31 -3.369 2.726 -4.799
Sb1 -0.705 2.484 -2.944
C32 -0.638 0.298 -3.264
C33 0.315 0.093 -4.445
C34 0.027 -0.351 -2.052
C35 -1.981 -0.367 -3.534
C36 -1.955 2.777 -1.128
C37 -3.462 2.665 -1.313
C38 -1.589 4.185 -0.649
C39 -1.522 1.800 -0.040
H21 -1.598 3.654 -6.672
H22 -1.169 2.021 -6.181
H23 -0.113 3.380 -5.757
H24 -2.533 5.282 -5.133
H25 -1.056 5.226 -4.167
H26 -2.635 4.989 -3.400
H27 -3.798 3.218 -5.680
H28 -4.034 2.930 -3.964
H29 -3.383 1.655 -4.993
H30 1.303 0.512 -4.242
H31 -0.056 0.545 -5.362
H32 0.440 -0.980 -4.635
H33 0.954 0.148 -1.767
H34 0.264 -1.398 -2.285
H35 -0.655 -0.329 -1.194
H36 -2.397 -0.050 -4.489
H37 -2.717 -0.146 -2.756
H38 -1.859 -1.457 -3.584
H39 -3.843 3.456 -1.955
H40 -3.965 2.769 -0.342
H41 -3.758 1.706 -1.745
H42 -1.826 4.941 -1.397
H43 -0.524 4.271 -0.422
H44 -2.151 4.429 0.261
H45 -1.993 0.824 -0.217
H46 -1.880 2.164 0.935
H47 -0.436 1.676 0.025

Results
relative energy (zero: lowest compared OMol25 entry of this formula, charge and spin)	122.89	kJ/mol
E	-3269.22410	Ha
total charge	+1
gap between HOMO and LUMO	0.2737	hartree

[2]
DFT (ωB97M-V with the def2-TZVPD basis set) results for a structure of composition C39H47Ge2N4O2Se2SnTe.

CARTESIAN COORDINATES (ANGSTROEM)
Sn1 1.120 1.200 -2.180
C1 0.505 0.052 2.742
C2 1.242 0.623 1.562
O1 1.289 -0.074 0.479
C3 1.851 1.893 1.646
C4 2.114 2.408 2.957
C5 2.774 3.576 3.156
C6 3.176 4.333 2.029
C7 2.905 3.911 0.763
C8 2.220 2.689 0.511
O2 1.903 2.457 -0.710
H1 -0.085 -0.810 2.435
H2 -0.160 0.805 3.162
H3 1.199 -0.255 3.525
H4 1.827 1.825 3.820
H5 2.995 3.920 4.156
H6 3.690 5.275 2.177
H7 3.172 4.501 -0.103
C9 -4.627 -1.829 1.500
C10 -3.925 -0.536 1.072
Ge1 -2.351 -0.804 -0.049
C11 -2.695 -1.472 -1.870
C12 -4.009 -2.236 -2.046
C13 -1.338 -2.344 0.619
C14 -0.122 -2.894 0.530
Ge2 1.599 -1.970 0.415
C15 2.456 -2.139 -1.313
C16 1.542 -2.686 -2.411
C17 2.841 -2.071 1.923
C18 3.884 -3.196 1.914
C19 0.047 -4.390 0.516
C20 1.318 -4.958 0.477
C21 1.516 -6.331 0.411
C22 0.424 -7.180 0.377
C23 -0.855 -6.639 0.398
C24 -1.041 -5.270 0.456
H8 -5.525 -1.603 2.076
H9 -3.983 -2.444 2.131
H10 -4.933 -2.432 0.647
H11 -3.604 0.031 1.949
H12 -4.601 0.119 0.517
H13 -1.842 -2.110 -2.114
H14 -2.653 -0.623 -2.549
H15 -4.055 -3.121 -1.410
H16 -4.121 -2.573 -3.077
H17 -4.873 -1.613 -1.808
H18 -2.137 -3.076 0.760
H19 3.328 -2.783 -1.175
H20 2.845 -1.150 -1.558
H21 1.231 -3.711 -2.203
H22 2.054 -2.683 -3.374
H23 0.637 -2.085 -2.519
H24 2.278 -2.102 2.854
H25 3.358 -1.107 1.880
H26 3.444 -4.159 2.165
H27 4.653 -2.992 2.659
H28 4.388 -3.288 0.950
H29 2.203 -4.335 0.488
H30 2.521 -6.729 0.381
H31 0.566 -8.251 0.321
H32 -1.718 -7.291 0.357
H33 -2.054 -4.895 0.445
Se1 0.101 3.402 -3.365
C25 1.375 3.392 -4.682
N1 2.184 3.376 -5.505
Se2 4.628 1.753 -4.257
N2 6.180 1.830 -3.469
C26 5.993 1.479 -2.202
C27 7.007 1.445 -1.203
C28 6.641 1.032 0.035
C29 5.290 0.637 0.281
N3 4.325 0.651 -0.594
C30 4.657 1.101 -1.839
N4 3.757 1.179 -2.819
H34 8.017 1.742 -1.447
H35 7.359 0.985 0.842
H36 5.025 0.287 1.275
C31 -6.576 5.201 -0.188
C32 -5.354 4.325 -0.209
C33 -4.564 4.167 0.921
C34 -3.432 3.359 0.923
C35 -2.630 3.255 2.197
C36 -3.098 2.682 -0.258
Te1 -1.312 1.540 -0.209
C37 -3.870 2.823 -1.418
C38 -3.581 2.116 -2.715
C39 -4.989 3.648 -1.364
H37 -6.613 5.809 0.714
H38 -7.484 4.596 -0.223
H39 -6.594 5.866 -1.051
H40 -4.828 4.696 1.829
H41 -3.091 3.858 2.978
H42 -1.605 3.604 2.060
H43 -2.577 2.224 2.551
H44 -2.514 1.978 -2.886
H45 -3.985 2.682 -3.554
H46 -4.057 1.134 -2.728
H47 -5.589 3.767 -2.260

Results
relative energy (zero: lowest compared OMol25 entry of this formula, charge and spin)	72.08	kJ/mol
E	-11322.63499	Ha
total charge	+1
gap between HOMO and LUMO	0.2570	hartree

[3]
DFT (ωB97M-V with the def2-TZVPD basis set) results for a structure of composition C39H47Ge2NiO4P in a non-equilibrium geometry.

CARTESIAN COORDINATES (ANGSTROEM)
Ni1 0.252 -0.702 -0.079
O1 1.869 -2.532 1.235
C1 1.799 -1.354 0.946
C2 3.006 -0.472 1.177
C3 3.952 -0.862 2.121
C4 5.045 -0.052 2.383
C5 5.202 1.140 1.684
C6 4.276 1.517 0.721
C7 3.168 0.715 0.463
P1 1.936 1.046 -0.849
C8 2.712 0.171 -2.266
C9 2.018 0.117 -3.478
C10 2.550 -0.558 -4.564
C11 3.785 -1.191 -4.458
C12 4.480 -1.145 -3.261
C13 3.947 -0.468 -2.170
C14 2.265 2.813 -1.272
C15 2.877 3.193 -2.464
C16 3.121 4.534 -2.740
C17 2.765 5.516 -1.828
C18 2.158 5.148 -0.635
C19 1.906 3.811 -0.364
H1 3.804 -1.798 2.646
H2 5.774 -0.345 3.129
H3 6.056 1.776 1.884
H4 4.420 2.435 0.165
H5 1.038 0.569 -3.561
H6 1.986 -0.613 -5.486
H7 4.195 -1.725 -5.305
H8 5.439 -1.640 -3.169
H9 4.504 -0.446 -1.244
H10 3.177 2.450 -3.191
H11 3.596 4.805 -3.675
H12 2.957 6.559 -2.044
H13 1.873 5.901 0.090
H14 1.435 3.551 0.573
C20 -0.751 -4.266 -2.474
C21 0.114 -3.112 -2.006
C22 1.592 -3.378 -2.259
O2 -0.104 -2.853 -0.602
C23 -0.272 -1.810 -2.718
O3 -0.558 -1.830 -3.902
O4 -0.216 -0.745 -1.983
H15 -0.474 -5.184 -1.949
H16 -0.610 -4.408 -3.544
H17 -1.808 -4.065 -2.301
H18 1.879 -4.354 -1.857
H19 2.207 -2.609 -1.791
H20 1.789 -3.371 -3.331
H21 0.472 -3.402 -0.049
C24 0.168 2.428 3.667
C25 0.503 1.784 2.318
Ge1 -0.197 -0.042 2.159
C26 0.476 -1.038 3.708
C27 -0.109 -2.444 3.858
C28 -2.082 0.237 2.546
C29 -3.033 0.202 1.614
Ge2 -2.443 -0.686 -0.046
C30 -2.917 0.263 -1.676
C31 -2.384 1.697 -1.626
C32 -3.090 -2.519 0.146
C33 -4.550 -2.714 -0.278
C34 -4.452 0.617 1.867
C35 -4.858 1.107 3.114
C36 -6.168 1.487 3.347
C37 -7.118 1.399 2.335
C38 -6.736 0.928 1.091
C39 -5.419 0.545 0.866
H22 0.523 3.461 3.708
H23 0.634 1.894 4.497
H24 -0.908 2.450 3.849
H25 1.583 1.764 2.167
H26 0.056 2.356 1.503
H27 0.188 -0.418 4.562
H28 1.568 -1.057 3.686
H29 -1.202 -2.412 3.887
H30 0.227 -2.924 4.779
H31 0.181 -3.086 3.026
H32 -2.309 0.537 3.572
H33 -4.005 0.252 -1.770
H34 -2.501 -0.282 -2.522
H35 -2.782 2.245 -0.768
H36 -2.654 2.251 -2.527
H37 -1.295 1.699 -1.552
H38 -2.946 -2.750 1.203
H39 -2.435 -3.176 -0.416
H40 -5.247 -2.195 0.381
H41 -4.808 -3.775 -0.253
H42 -4.730 -2.362 -1.297
H43 -4.140 1.196 3.917
H44 -6.451 1.861 4.323
H45 -8.143 1.696 2.518
H46 -7.459 0.857 0.288
H47 -5.144 0.185 -0.115

Results
relative energy (zero: lowest compared OMol25 entry of this formula, charge and spin)	65.28	kJ/mol
E	-7818.74602	Ha
<S²>	2.036
multiplicity	3
total charge	0
gap between HOMO and LUMO (spin up / spin down)	0.2612 / 0.2620	hartree